[1]
11 unconnected molecules or ions with the total composition C34H66FNO13S, computed with wB97M-V/def2-TZVPD.

Values from the calculation:
- DFT total energy (eV) = -77986.7144
- SMILES string = CCCCCCCCc1c(S)cc(F)c2c1C(=O)c1c(CCCCCN)c(CCCCC)cc(CC=O)c1C2=O.O.O.O.O.O.O.O.O.O.O
- molecular weight (g/mol) = 747.96
- F_max (eV/Å) = 2.4
- HOMO energy (eV) = -9.06
- ΔE to the lowest compared entry with this formula, charge and spin (kcal per mole) = 22.9

Each line ends with the Löwdin charge.
CARTESIAN COORDINATES (ANGSTROEM)
C  3.142  -4.907  1.028  -0.123
C  3.576  -4.615  -0.460  -0.240
C  4.739  -3.579  -0.580  -0.213
C  4.281  -2.089  -0.417  -0.197
C  3.791  -1.562  -1.848  -0.176
C  4.848  -0.632  -2.533  -0.194
C  4.268  0.656  -3.199  -0.167
C  4.251  1.926  -2.268  -0.169
C  4.327  1.603  -0.767  -0.138
C  5.638  1.635  -0.137  -0.493
S  7.138  2.095  -1.070  0.786
C  5.852  1.311  1.237  -0.020
C  4.689  0.946  2.000  -0.186
F  4.920  0.614  3.295  0.079
C  3.412  0.918  1.401  0.000
C  3.170  1.243  0.015  0.006
C  1.751  1.201  -0.597  -0.247
O  1.586  1.029  -1.782  0.083
C  0.600  1.355  0.421  0.010
C  -0.691  1.818  -0.006  -0.078
C  -1.052  2.203  -1.450  -0.123
C  -0.827  3.767  -1.627  -0.172
C  0.618  4.153  -2.053  -0.206
C  0.884  3.888  -3.576  -0.191
C  2.275  4.576  -3.901  -0.303
N  2.960  3.903  -5.020  -0.009
C  -1.716  1.938  1.018  -0.134
C  -3.175  2.390  0.713  -0.119
C  -3.917  1.126  0.099  -0.177
C  -5.253  0.768  0.847  -0.218
C  -6.280  0.240  -0.212  -0.248
C  -5.807  -1.018  -1.015  -0.121
C  -1.465  1.625  2.386  0.039
C  -0.177  1.149  2.816  -0.135
C  -0.031  0.839  4.318  -0.089
C  -0.164  -0.704  4.564  -0.239
O  0.627  -1.206  5.329  0.040
C  0.827  1.012  1.814  -0.020
C  2.187  0.481  2.227  -0.218
O  2.372  -0.299  3.145  0.083
H  2.917  -5.997  1.092  0.070
H  3.943  -4.679  1.765  0.060
H  2.187  -4.393  1.274  0.054
H  2.670  -4.334  -1.034  0.089
H  3.951  -5.586  -0.863  0.105
H  5.517  -3.799  0.192  0.109
H  5.191  -3.711  -1.595  0.105
H  3.425  -2.046  0.289  0.087
H  5.070  -1.399  -0.057  0.093
H  3.587  -2.475  -2.458  0.103
H  2.805  -1.082  -1.678  0.085
H  5.312  -1.230  -3.357  0.111
H  5.678  -0.435  -1.817  0.075
H  4.945  0.901  -4.055  0.107
H  3.266  0.516  -3.657  0.107
H  5.016  2.671  -2.578  0.086
H  3.273  2.435  -2.436  0.076
H  7.302  1.015  -1.902  -0.109
H  6.859  1.314  1.695  0.125
H  -0.552  1.596  -2.225  0.106
H  -2.146  2.050  -1.597  0.093
H  -1.577  4.090  -2.391  0.116
H  -1.142  4.225  -0.659  0.111
H  1.397  3.701  -1.404  0.101
H  0.693  5.265  -1.934  0.119
H  0.146  4.429  -4.215  0.113
H  0.897  2.805  -3.821  0.105
H  2.878  4.521  -2.965  0.091
H  2.057  5.658  -4.086  0.111
H  2.250  3.597  -5.683  0.063
H  3.601  4.567  -5.447  0.064
H  -3.125  3.140  -0.112  0.101
H  -3.683  2.787  1.610  0.105
H  -4.078  1.228  -0.996  0.107
H  -3.248  0.238  0.218  0.115
H  -5.111  0.008  1.645  0.091
H  -5.683  1.680  1.299  0.089
H  -6.594  1.059  -0.895  0.104
H  -7.191  -0.077  0.359  0.102
H  -6.184  -1.956  -0.553  0.036
H  -4.718  -1.070  -1.205  0.039
H  -6.293  -0.949  -2.031  0.057
H  -2.285  1.721  3.118  0.118
H  0.904  1.253  4.742  0.128
H  -0.884  1.300  4.876  0.123
H  -0.951  -1.280  4.012  0.129
O  -3.025  -2.539  5.393  -0.049
H  -3.033  -3.433  5.753  0.053
H  -2.416  -2.061  5.968  0.040
O  -8.318  -0.752  -2.763  -0.060
H  -8.841  -1.373  -2.243  0.040
H  -8.479  -1.018  -3.675  0.044
O  -6.012  -1.966  4.368  -0.058
H  -5.141  -1.916  4.788  0.008
H  -5.835  -1.761  3.443  0.018
O  6.711  4.370  2.711  -0.054
H  6.253  3.927  3.433  0.035
H  6.527  3.818  1.942  0.004
O  -6.910  -3.374  0.654  -0.052
H  -6.706  -4.235  0.271  0.046
H  -6.901  -3.535  1.606  0.049
O  4.241  -2.092  2.437  -0.059
H  3.565  -1.526  2.839  -0.005
H  3.983  -2.982  2.697  0.021
O  -8.358  -4.461  -2.207  -0.050
H  -8.024  -4.331  -1.312  0.000
H  -9.121  -5.038  -2.092  0.039
O  -3.316  -2.546  -2.504  -0.053
H  -2.418  -2.479  -2.160  0.034
H  -3.222  -2.352  -3.443  0.041
O  -5.283  1.495  3.551  -0.064
H  -5.932  2.071  3.971  0.055
H  -5.578  0.606  3.783  0.022
O  0.556  -5.349  -0.263  -0.062
H  0.111  -5.814  0.454  0.048
H  0.458  -4.419  -0.034  0.035

[2]
2 unconnected molecules or ions with the total composition C6H10, computed with wB97M-V/def2-TZVPD.

Values from the calculation:
- DFT total energy (eV) = -6379.2796
- SMILES string = C[C@@H]1C=C=CC1.[H][H]
- molecular weight (g/mol) = 82.15
- F_max (eV/Å) = 0.5
- HOMO energy (alpha / beta) (eV) = -8.45 / -7.75
- ΔE to the lowest compared entry with this formula, charge and spin (kcal per mole) = 105.6

Each line ends with the Löwdin charge.
CARTESIAN COORDINATES (ANGSTROEM)
C  1.864  -0.483  0.481  -0.073
C  0.917  0.054  -0.594  -0.357
C  0.185  1.353  -0.318  -0.059
C  -1.141  1.180  -0.055  -0.085
C  -1.434  -0.137  -0.273  -0.111
C  -0.292  -0.896  -0.890  -0.149
H  1.328  -0.655  1.420  0.086
H  2.673  0.230  0.675  0.076
H  2.317  -1.428  0.161  0.077
H  1.510  0.236  -1.503  0.136
H  0.670  2.312  -0.506  0.098
H  -2.315  -0.649  0.114  0.074
H  -0.379  -1.100  -1.965  0.117
H  -0.211  -1.873  -0.392  0.114
H  -3.049  0.657  2.092  0.048
H  -2.685  1.145  1.655  0.008

[3]
2 unconnected molecules or ions with the total composition C3H11N4, computed with wB97M-V/def2-TZVPD.

Values from the calculation:
- total charge = +1
- DFT total energy (eV) = -9241.7924
- molecular weight (g/mol) = 103.15
- F_max (eV/Å) = 3.2
- HOMO energy (eV) = -13.53
- ΔE to the lowest compared entry with this formula, charge and spin (kcal per mole) = 56.5

Each line ends with the Löwdin charge.
CARTESIAN COORDINATES (ANGSTROEM)
C  -0.172  1.306  0.306  -0.202
C  -2.518  0.681  0.122  -0.032
C  2.873  -0.300  0.540  0.034
N  -1.005  0.395  -0.036  -0.039
N  -0.308  -1.925  -0.986  0.159
N  1.156  1.210  0.253  -0.002
N  1.734  -0.024  0.069  -0.038
H  -0.523  2.288  0.748  0.165
H  -2.555  1.549  0.860  0.096
H  -3.077  -0.169  0.434  0.060
H  -3.044  1.057  -0.762  0.079
H  0.551  -1.697  -1.510  0.108
H  3.286  -1.248  0.383  0.065
H  3.467  0.551  0.912  0.098
H  0.042  -2.507  -0.234  0.109
H  -1.161  -2.193  -1.467  0.120
H  1.662  1.823  0.889  0.150
H  -0.405  -0.795  -0.521  0.070

Among the records above, which one has the lowest DFT total energy? C34H66FNO13S

Which formula does entry 1 have? C34H66FNO13S